Computed, not measured: C40H108As3F24N9O15 as an isolated structure in a non-equilibrium geometry, with ωB97M-V/def2-TZVPD.

Structure (XYZ):
```
199
Properties=species:S:1:pos:R:3:forces:R:3
C 0.71951 -3.49283 -3.51589 0.116 -0.084 0.007
C 0.27624 -4.26691 -2.26591 -0.293 -2.005 -2.721
C 0.66906 -5.83013 -2.26561 0.350 0.026 1.239
O 0.17698 -6.38555 -1.04805 0.037 -0.643 0.181
C -0.07202 -7.81897 -1.08445 -0.738 1.156 -0.253
N 0.64690 -3.60201 -1.02668 0.010 -1.081 1.125
H 1.64299 -3.51301 -0.88542 0.545 -0.089 -0.132
H 0.16309 -2.77034 -0.71950 -0.352 0.928 -0.944
H 0.27347 -4.21583 -0.31683 -0.089 -1.008 1.110
H 0.51464 -2.44060 -3.31855 -0.204 0.014 -0.353
H 0.16388 -3.83962 -4.38715 -0.408 0.223 0.227
H 1.75007 -3.56692 -3.86313 0.303 -0.292 0.756
H -0.81288 -4.29713 -2.29723 -0.054 0.285 0.356
H 1.74042 -6.02863 -2.29504 0.056 0.540 -0.061
H 0.27486 -6.48453 -3.04309 -0.583 1.032 -0.814
H 0.44865 -8.38276 -1.85850 0.821 0.286 0.215
H -1.11324 -7.95163 -1.37832 -0.337 -0.028 0.324
H 0.08749 -8.21722 -0.08242 0.142 0.017 -0.227
C -7.03333 -1.73447 -2.42569 -0.756 -0.439 -0.184
C -6.15303 -2.53846 -1.45299 -1.063 -1.348 0.330
C -6.09896 -4.04730 -1.71525 -1.608 -0.466 0.653
O -5.86246 -4.40967 -3.03520 1.670 -1.189 0.284
C -5.29851 -5.76385 -3.09318 -0.171 0.479 -1.348
N -4.80775 -1.97431 -1.47939 -0.461 -0.100 -0.998
H -4.46687 -2.28394 -2.37830 0.921 0.395 -0.447
H -4.93379 -0.97242 -1.45888 0.555 0.593 0.067
H -4.18299 -2.31360 -0.76199 1.033 -0.531 0.954
H -6.99849 -0.64767 -2.34986 0.231 -0.154 0.502
H -8.07958 -2.02418 -2.32812 -0.017 -0.024 0.396
H -6.85545 -1.95204 -3.47883 0.632 -0.316 0.051
H -6.44146 -2.57663 -0.40254 -0.572 0.882 -0.019
H -7.04205 -4.51934 -1.43979 -1.025 0.689 0.032
H -5.54894 -4.59459 -0.94972 1.401 0.489 -0.227
H -4.43146 -5.69187 -3.74980 0.005 -0.111 0.022
H -6.02231 -6.43074 -3.56167 -0.135 0.112 -0.050
H -4.98366 -6.25459 -2.17223 -0.133 0.715 0.416
C -0.99686 2.06247 0.71382 0.360 1.574 0.762
C -0.58304 0.76154 0.11225 -1.575 -1.330 -0.103
C 0.93104 0.38877 0.30203 -2.149 0.310 -1.211
O 1.25242 -0.74428 -0.52305 -1.816 1.698 1.068
C 2.46021 -1.20765 -0.07604 2.394 -1.593 -0.393
N -1.47056 -0.26873 0.84224 1.512 0.268 0.094
H -1.68418 -1.15631 0.41019 -0.151 -1.119 -1.184
H -0.91996 -0.53571 1.64577 -0.035 -0.283 1.602
H -2.37067 0.09247 1.12408 -0.434 0.365 0.196
H -0.88893 2.09178 1.79807 0.508 -0.205 0.106
H -2.02870 2.38992 0.58658 -0.093 -0.629 -0.567
H -0.38324 2.85966 0.29422 0.259 0.136 0.052
H -1.06148 0.69005 -0.86452 1.169 0.161 -0.661
H 1.05517 0.24395 1.37522 0.261 -0.635 0.144
H 1.57860 1.22007 0.02328 -0.057 0.224 -0.138
H 3.25119 -0.45770 -0.07085 -0.135 0.360 0.230
H 2.82519 -1.93095 -0.80523 0.069 -0.140 -0.007
H 2.42385 -1.71354 0.88877 -0.186 0.135 0.232
C -3.40393 8.92599 4.24162 0.992 -0.426 -0.897
C -2.09794 8.03538 4.15740 -1.009 -0.440 0.650
C -2.27099 6.50743 3.71352 0.759 1.352 -0.361
O -2.44736 6.50162 2.31176 -0.562 2.448 0.130
C -2.27686 5.33242 1.61570 -0.125 -2.786 -0.322
N -0.95604 8.61558 3.32048 -0.509 -0.823 -0.107
H -0.21623 9.05881 3.84615 -0.125 0.670 0.450
H -0.51726 7.78492 2.94959 0.209 -0.211 -0.897
H -1.27955 9.20851 2.56956 -0.013 0.184 -0.382
H -3.97058 8.59679 5.11262 0.147 0.221 -0.003
H -4.06767 8.90195 3.37734 0.166 -0.735 -0.187
H -3.16675 9.98942 4.27300 0.284 -0.011 0.694
H -1.62770 8.07294 5.14004 -0.429 -0.427 0.228
H -3.04887 6.03451 4.31296 -0.284 0.007 -0.238
H -1.33258 5.98179 3.89010 0.231 -0.077 0.549
H -1.27262 4.91095 1.65987 0.367 0.181 0.345
H -2.49271 5.33231 0.54729 -0.218 1.182 -0.016
H -2.96329 4.55864 1.95945 -0.052 -0.226 0.330
C 4.36250 1.30294 4.35098 -0.152 0.248 -1.460
C 3.34101 2.14070 3.55612 -1.066 0.990 -0.037
C 2.01072 2.30238 4.31985 -0.991 -0.320 -0.824
O 1.04595 2.90660 3.45169 0.409 1.580 -1.118
C -0.14366 3.38301 4.05169 0.335 -0.661 0.873
N 3.87218 3.55538 3.24886 0.179 -0.976 0.884
H 4.39770 3.87988 4.04800 -0.312 0.853 0.320
H 4.54744 3.55703 2.49778 1.932 -0.980 -1.894
H 3.20401 4.17466 2.81279 -0.821 0.329 0.789
H 4.41493 1.58466 5.40264 -0.151 -0.020 -0.038
H 5.34393 1.39171 3.88512 0.100 0.175 0.056
H 4.10452 0.25258 4.21569 -0.249 0.026 0.308
H 3.07769 1.88113 2.53075 0.319 -1.174 0.183
H 2.15868 2.87074 5.23810 -0.070 0.133 0.214
H 1.48286 1.36666 4.50395 1.044 -0.636 0.709
H 0.08452 4.13176 4.81024 0.074 0.217 0.233
H -0.64792 2.55442 4.54898 -0.223 -0.087 0.121
H -0.85262 3.82297 3.35032 0.505 -0.298 -0.357
C -1.18053 4.24702 -2.90198 -1.605 -0.364 -1.199
C -2.57758 4.68085 -3.53099 0.149 0.198 -0.239
C -3.77802 4.31453 -2.68603 0.515 0.829 0.740
O -4.97425 4.93443 -3.08758 -0.354 -0.484 0.014
C -6.18573 4.46038 -2.38548 -0.153 -0.175 -1.243
N -2.58721 6.20911 -3.75786 1.041 -0.667 -0.258
H -3.23672 6.48545 -4.48028 -0.757 0.079 0.061
H -2.68667 6.77490 -2.92715 -0.423 0.079 0.415
H -1.66620 6.39190 -4.12993 0.396 0.420 -0.155
H -1.08776 4.45919 -1.83686 -0.073 0.240 -0.124
H -0.33339 4.60579 -3.48657 -0.049 0.490 0.114
H -1.10410 3.16803 -3.03628 -0.245 -0.205 0.208
H -2.77494 4.33583 -4.54593 0.600 -0.404 -0.068
H -3.49562 4.80261 -1.75322 -0.137 -0.734 1.060
H -3.76669 3.22490 -2.65950 -0.419 -0.109 0.434
H -6.41602 4.90414 -1.41691 0.737 0.203 -0.012
H -6.21547 3.37390 -2.30321 0.470 0.014 0.127
H -7.00400 4.70474 -3.06285 0.121 0.220 0.006
C 1.65087 1.83112 -7.78471 -0.416 0.905 -0.134
C 1.95383 2.07053 -6.32569 0.334 -2.077 0.405
C 2.56807 0.77073 -5.70376 0.430 1.965 0.356
O 2.85541 1.00288 -4.30928 -0.904 -0.667 -2.148
C 3.07761 -0.25387 -3.64510 1.099 0.879 1.069
N 2.92528 3.30203 -6.19139 -1.854 -2.494 -0.761
H 3.24814 3.34244 -5.23524 0.151 0.508 0.458
H 3.66120 3.07545 -6.84498 0.686 0.204 -0.013
H 2.36360 4.04485 -6.58235 0.334 0.859 0.471
H 0.85990 1.08598 -7.86980 0.416 -0.379 0.019
H 2.53636 1.61366 -8.38198 -0.098 -0.331 -0.009
H 1.16327 2.70906 -8.20846 0.131 0.288 -0.185
H 1.00723 2.21095 -5.80384 0.262 0.769 0.349
H 3.50507 0.54040 -6.21080 0.265 -0.106 -0.206
H 1.87459 -0.03183 -5.95492 -0.259 -0.067 0.580
H 3.65188 -0.97299 -4.22921 -0.393 -0.045 -0.428
H 2.16122 -0.65288 -3.21021 0.007 -0.042 -0.222
H 3.78563 0.06280 -2.87925 -0.283 -0.475 0.523
C 5.41944 -3.00622 6.56735 0.664 1.198 0.210
C 4.22031 -3.87780 6.63601 -1.616 -0.102 0.024
C 3.21481 -3.78989 5.41522 2.747 -0.353 -1.177
O 4.00255 -4.24176 4.27392 0.019 -0.809 1.286
C 3.62062 -3.84059 2.94043 0.494 -0.037 0.470
N 4.65812 -5.34100 6.76719 -0.019 0.237 -0.922
H 3.89925 -5.96920 6.98987 -0.534 -0.156 -0.242
H 5.00485 -5.52422 5.83645 0.022 -0.649 -0.934
H 5.40844 -5.59974 7.39183 0.399 0.643 0.556
H 5.14568 -1.96970 6.76429 -0.412 -0.006 0.100
H 5.92350 -2.92928 5.60397 -0.033 -0.681 -0.030
H 6.11818 -3.22769 7.37407 0.226 -0.190 -0.140
H 3.64313 -3.72542 7.54800 0.056 0.380 0.020
H 2.99902 -2.76249 5.12201 -0.865 0.108 0.999
H 2.38616 -4.45971 5.64495 -0.464 0.345 -0.382
H 4.33215 -4.32033 2.26836 -0.352 -0.390 0.077
H 3.82218 -2.77854 2.80071 -0.529 0.221 0.176
H 2.58604 -4.13555 2.76506 0.139 0.238 -0.295
N 0.47046 -1.28487 3.97172 -1.754 -2.389 0.568
O -0.58987 -0.92101 3.50427 -2.715 2.534 -2.372
O 1.45048 -1.36654 3.26188 2.918 0.578 -0.981
O 0.38457 -1.77781 5.07864 1.740 -0.447 2.556
As -2.05613 -0.51816 -4.23542 1.155 0.255 -1.036
F -2.78367 0.82769 -3.28969 0.332 -0.599 -0.796
F -2.96404 0.03509 -5.66689 0.856 -0.480 1.253
F -1.28129 -1.87622 -5.18122 -0.891 1.854 1.328
F -1.17010 -0.84992 -2.71516 -0.473 -0.247 -1.230
F -3.31680 -1.59471 -3.80446 -0.185 -0.017 0.134
F -0.69015 0.52064 -4.72865 -0.574 -0.190 0.229
As 4.49921 -5.14157 -1.01322 1.409 -0.005 0.327
F 5.72601 -4.38567 -2.11560 -1.428 -0.962 1.251
F 5.77463 -5.57915 0.18720 -1.606 -0.077 -1.287
F 3.07515 -5.77680 -0.02811 2.006 0.614 -0.792
F 3.22021 -4.53401 -2.08482 0.828 0.044 0.279
F 4.67869 -6.69982 -1.88205 -0.504 1.815 1.102
F 4.45430 -3.59092 -0.09817 -0.567 -0.897 -0.669
As -5.18237 1.53840 0.54798 -1.068 -1.745 0.474
F -4.28509 -0.04489 0.88447 -0.997 1.628 -0.397
F -3.83474 1.86747 -0.60425 -1.162 0.444 1.108
F -6.06899 3.07765 0.26229 1.390 -1.700 0.208
F -6.52171 0.93561 1.62276 2.063 1.083 -1.565
F -4.25831 2.27153 1.91928 -0.914 -0.522 -1.596
F -5.99346 0.74462 -0.90775 0.888 1.001 1.810
C 5.54316 2.53713 -0.17308 0.421 3.155 2.057
O 4.10251 2.69761 -0.50656 1.470 -0.444 -1.438
O 5.79104 3.46744 0.90019 -0.796 -3.261 -1.302
C 5.92260 0.99865 -0.09972 -1.116 1.098 2.319
F 5.50781 0.49594 1.09383 -0.102 -0.212 0.258
F 5.27971 0.27422 -1.02104 0.502 0.043 -0.623
F 7.23987 0.77439 -0.14391 -0.455 0.240 -0.589
C 3.89125 3.37083 -1.76382 -2.042 -0.980 0.509
C 2.37358 3.20000 -1.95279 -0.239 0.014 1.364
H 1.88873 3.56079 -1.04568 -0.137 0.415 0.144
H 1.86530 3.68307 -2.78730 0.349 -0.077 -0.355
H 2.16636 2.13147 -1.89448 -0.060 -0.031 -0.658
H 4.24652 2.82737 -2.63934 1.157 0.060 0.143
H 4.16247 4.42585 -1.72549 0.452 -0.066 -0.020
H 6.20184 2.84186 -0.98632 -0.337 0.321 -0.748
C -2.34654 -3.95298 1.23808 2.186 5.320 -1.585
O -0.99871 -4.41842 1.27274 0.022 -0.880 0.905
O -2.45943 -3.16877 0.04211 -0.899 -1.587 1.012
C -3.31887 -5.04170 1.51746 -1.251 -3.527 -1.787
F -3.14765 -6.00511 0.52936 0.523 0.350 0.411
F -3.25675 -5.71364 2.67479 1.401 0.332 0.612
F -4.62246 -4.81635 1.43537 -0.942 1.965 -0.386
C -0.44402 -4.62165 2.59947 1.011 -1.946 -0.611
C 0.50698 -5.87638 2.38083 -0.536 1.170 -0.008
H 1.00056 -6.29451 3.25812 -0.129 0.323 0.302
H -0.03763 -6.68849 1.89920 -0.161 0.182 0.027
H 1.28550 -5.55086 1.69087 0.068 -0.241 -0.101
H -1.18270 -4.81755 3.37671 -0.239 -0.027 -0.327
H 0.12806 -3.75278 2.92488 0.077 0.228 -0.191
H -2.30339 -3.13464 1.95681 -1.033 -0.564 1.335
```
Positions in Å, forces in eV/Å.

electronic energy: -12313.69490 Eh
LUMO energy: -5.243 eV
charge: +2
HOMO-LUMO gap: 5.174 eV